This record from the OMol25 dataset describes 2 unconnected molecules or ions with the total composition C5H10O2. The level of theory is wB97M-V/def2-TZVPD.

## Properties
HOMO level = -9.9165 eV
ΔE to the lowest compared entry with this formula, charge and spin = 63.2 kcal per mole
Kohn-Sham gap = 10.6 eV
structure (SMILES) = C[C@@H]1C=C[C@@H]1O.O

XYZ file:
```
17
Properties=species:S:1:pos:R:3:mulliken_charge:R:1
C -1.660 -0.275 -0.294 -1.294
C -0.694 0.044 0.849 0.250
C 0.241 1.238 0.727 -0.772
C 1.354 0.509 0.598 -0.621
C 0.627 -0.795 0.852 0.115
O 0.658 -1.810 -0.126 -0.537
H -2.493 0.437 -0.317 0.346
H -2.079 -1.277 -0.149 0.320
H -1.179 -0.256 -1.274 0.354
H -1.240 0.006 1.799 0.429
H 0.073 2.312 0.794 0.402
H 2.402 0.746 0.428 0.326
H 0.851 -1.194 1.851 0.392
H 1.485 -2.298 -0.027 0.306
O 0.549 0.939 -2.306 -0.695
H 0.806 0.198 -1.740 0.301
H 0.175 1.551 -1.659 0.377
```

=====

This record from the OMol25 dataset describes 2 unconnected molecules or ions with the total composition C9H12N2O3 at a distorted geometry. The level of theory is wB97M-V/def2-TZVPD.

## Properties
HOMO level = -9.2779 eV
ΔE to the lowest compared entry with this formula, charge and spin = 252.5 kcal per mole
Kohn-Sham gap = 8.3 eV
structure (SMILES) = O=[N+]([O-])c1ccccc1.CN(C)C=O

XYZ file:
```
26
Properties=species:S:1:pos:R:3:mulliken_charge:R:1
O -0.987 0.778 2.600 -0.582
N -1.804 1.352 1.850 0.868
O -2.867 1.682 2.290 -0.546
C -1.677 1.379 0.370 0.261
C -2.660 2.217 -0.434 -0.375
C -2.533 2.342 -1.991 -0.437
C -1.637 1.288 -2.786 -0.548
C -0.764 0.463 -2.067 -0.712
C -0.702 0.542 -0.438 0.132
H -3.446 2.614 0.286 0.358
H -3.215 3.039 -2.580 0.304
H -1.601 1.120 -3.767 0.467
H -0.050 -0.168 -2.194 0.624
H -0.099 -0.263 -0.046 0.171
C 1.284 -2.672 0.618 -1.217
N 2.048 -1.480 0.600 0.116
C 2.004 -0.773 1.965 -1.399
C 2.719 -0.981 -0.489 0.117
O 3.489 -0.036 -0.420 -0.570
H 1.034 -3.170 1.645 0.223
H 1.897 -3.509 0.012 0.369
H 0.666 -2.689 -0.103 0.609
H 2.814 -0.938 2.525 0.454
H 1.211 -0.580 2.419 0.625
H 2.183 0.199 1.436 0.351
H 2.694 -1.755 -1.302 0.334
```

=====

This record from the OMol25 dataset describes a single C9H9IO molecule at a distorted geometry. The level of theory is wB97M-V/def2-TZVPD.

## Properties
HOMO level = -9.1224 eV
ΔE to the lowest compared entry with this formula, charge and spin = 20.2 kcal per mole
Kohn-Sham gap = 9.2 eV
structure (SMILES) = C[C@@](I)(C=O)c1ccccc1

XYZ file:
```
20
Properties=species:S:1:pos:R:3:mulliken_charge:R:1
C -1.021 2.166 -0.118 -1.450
C -0.226 1.258 0.693 0.195
I 1.248 2.497 1.784 0.083
C -1.130 0.471 2.112 -0.160
O -2.221 0.858 2.525 -0.498
C 0.239 0.115 -0.026 0.725
C 1.406 0.083 -0.795 -0.375
C 1.845 -1.096 -1.367 -0.369
C 1.088 -2.261 -1.324 -0.560
C -0.169 -2.124 -0.667 -0.610
C -0.593 -0.996 -0.038 -0.586
H -1.644 2.927 0.376 0.434
H -1.949 1.766 -0.553 0.351
H -0.465 2.439 -0.995 0.426
H -0.589 -0.468 2.326 0.577
H 2.233 0.783 -0.605 0.211
H 2.894 -1.145 -1.688 0.340
H 1.299 -3.286 -1.692 0.331
H -0.757 -2.973 -0.533 0.402
H -1.487 -1.012 0.584 0.531
```

=====

This record from the OMol25 dataset describes a single C3H3FS2 molecule at a distorted geometry. The level of theory is wB97M-V/def2-TZVPD.

## Properties
HOMO level = -8.9692 eV
ΔE to the lowest compared entry with this formula, charge and spin = 42.1 kcal per mole
Kohn-Sham gap = 8.4 eV
structure (SMILES) = F/C=C/SC=S

XYZ file:
```
9
Properties=species:S:1:pos:R:3:mulliken_charge:R:1
F 2.857 -0.510 -0.246 -0.229
C 1.849 0.386 0.107 -0.080
C 0.625 -0.023 0.129 -0.144
S -0.883 1.121 -0.177 0.029
C -1.955 -0.153 0.010 -0.065
S -3.608 -0.197 -0.074 -0.208
H 2.278 1.369 0.443 0.298
H 0.112 -1.004 -0.152 0.257
H -1.275 -0.990 -0.041 0.143
```

=====

This record from the OMol25 dataset describes a single C5H8 molecule at a distorted geometry. The level of theory is wB97M-V/def2-TZVPD.

## Properties
HOMO level = -9.2945 eV
ΔE to the lowest compared entry with this formula, charge and spin = 27.8 kcal per mole
Kohn-Sham gap = 10.4 eV
structure (SMILES) = CC#CCC

XYZ file:
```
13
Properties=species:S:1:pos:R:3:mulliken_charge:R:1
C -0.731 -2.246 1.305 -1.279
C -0.182 -1.010 0.803 0.363
C 0.287 0.048 0.484 0.245
C 0.738 1.292 -0.129 -0.536
C 0.126 1.514 -1.516 -1.137
H 0.180 -2.692 1.740 0.260
H -1.539 -2.075 2.023 0.277
H -1.112 -2.957 0.574 0.299
H 0.487 2.134 0.524 0.277
H 1.830 1.274 -0.205 0.274
H 0.391 0.698 -2.194 0.306
H 0.490 2.452 -1.947 0.345
H -0.965 1.568 -1.460 0.305
```

=====

This record from the OMol25 dataset describes a molecular structure, C3H6O2 at a distorted geometry. The level of theory is wB97M-V/def2-TZVPD.

## Properties
HOMO level = -8.7923 eV
ΔE to the lowest compared entry with this formula, charge and spin = 93.5 kcal per mole
Kohn-Sham gap = 9.3 eV

XYZ file:
```
11
Properties=species:S:1:pos:R:3:mulliken_charge:R:1
C 0.918 0.323 0.049 -0.070
C -0.351 0.417 -0.667 -0.691
C -1.103 -0.207 0.641 0.092
O 1.881 -0.559 -0.283 -0.443
O -1.941 0.475 1.245 -0.591
H 1.512 -1.305 -0.776 0.326
H 1.314 1.216 0.516 0.399
H 0.156 -0.290 1.232 0.107
H -1.247 -1.281 0.410 0.312
H -0.718 1.428 -0.817 0.264
H -0.421 -0.217 -1.551 0.294
```

=====

This record from the OMol25 dataset describes a gas-phase ion, C4H11N2O (charge +1) at a distorted geometry. The level of theory is wB97M-V/def2-TZVPD.

## Properties
HOMO level = -14.5667 eV
ΔE to the lowest compared entry with this formula, charge and spin = 41.5 kcal per mole
Kohn-Sham gap = 11.0 eV
structure (SMILES) = CC[C@H]([NH3+])C(N)=O
net charge = +1

XYZ file:
```
18
Properties=species:S:1:pos:R:3:mulliken_charge:R:1
C 1.802 1.154 0.892 -1.357
C 0.383 0.827 0.471 -0.616
C -0.081 -0.518 -0.014 -0.028
N 0.550 -0.569 -1.487 -0.457
C -1.520 -0.740 -0.355 0.481
N -2.380 -0.991 0.655 -0.378
O -2.065 -0.674 -1.463 -0.632
H 1.904 1.662 1.861 0.385
H 2.232 1.988 0.268 0.342
H 2.504 0.386 1.070 0.401
H -0.307 1.088 1.271 0.381
H 0.055 1.506 -0.362 0.444
H 0.489 -1.324 0.594 0.411
H 1.419 0.022 -1.575 0.340
H -0.201 -0.219 -2.110 0.362
H 0.762 -1.657 -1.737 0.400
H -2.194 -0.904 1.681 0.243
H -3.351 -1.038 0.339 0.280
```

=====

This record from the OMol25 dataset describes a molecular structure, C17H29BClF2N4NbO6P3 at a distorted geometry. The level of theory is wB97M-V/def2-TZVPD.

## Properties
HOMO level = -4.9769 eV
Kohn-Sham gap = 6.1 eV
net charge = -1

XYZ file:
```
64
Properties=species:S:1:pos:R:3:mulliken_charge:R:1
C -0.324 -0.350 0.927 -0.685
C -1.605 -0.973 0.260 -0.513
P -1.780 -2.801 -0.075 0.000
C -3.012 -3.388 1.305 -0.856
Nb 0.258 -4.276 0.351 -0.234
O -0.261 -5.345 -1.415 -0.705
P 0.960 -3.106 2.490 0.198
O -0.185 -2.689 3.460 -0.662
B 1.641 -3.001 -1.009 1.225
O 2.665 -2.146 -0.389 -0.693
N 1.576 -3.031 -2.510 -0.090
C 2.894 -2.791 -3.163 -0.938
C 0.625 -2.020 -3.054 -0.768
N -1.035 -5.634 1.476 0.077
C -0.602 -5.828 2.858 0.370
O -1.402 -5.471 3.770 -0.485
F 0.602 -6.443 3.303 -0.219
C -1.307 -6.874 0.763 0.664
O -2.337 -6.944 0.042 -0.562
F -0.448 -8.002 0.938 -0.259
P 2.241 -5.855 0.578 0.411
O 2.805 -6.315 -1.006 -0.491
Cl 3.945 -4.838 1.402 -0.347
H -0.367 0.800 0.762 0.232
H -0.346 -0.464 2.081 0.273
H 0.702 -0.671 0.558 -0.048
H -1.774 -0.425 -0.754 0.345
H -2.520 -0.638 0.896 0.274
H -3.504 -4.341 0.867 0.269
H -2.489 -3.568 2.300 0.190
H -3.824 -2.583 1.322 0.475
H -1.030 -4.871 -1.818 0.256
H 1.891 -3.942 3.222 0.068
H 1.704 -1.916 2.138 0.039
H 3.517 -2.650 -0.369 0.301
H 3.805 -3.080 -2.518 0.279
H 3.033 -1.687 -3.485 0.286
H 2.984 -3.435 -4.124 0.280
H -0.395 -2.010 -2.541 0.112
H 1.058 -0.950 -3.005 0.269
H 0.426 -2.242 -4.174 0.286
H 3.203 -5.532 -1.454 0.348
N 0.766 2.454 -0.904 -0.282
C 1.030 3.461 -0.056 -0.202
C 0.724 4.788 -0.315 -0.501
C 0.113 5.097 -1.521 -0.069
C -0.170 4.076 -2.417 -0.714
C 0.173 2.781 -2.063 -0.010
H 1.512 3.169 0.872 0.350
H 0.958 5.560 0.408 0.381
H -0.141 6.124 -1.760 0.371
H -0.646 4.282 -3.368 0.358
H -0.031 1.947 -2.729 0.338
N -1.656 8.166 -0.236 -0.487
C -2.093 7.659 0.929 -0.186
C -1.967 8.306 2.148 -0.435
C -1.349 9.548 2.170 -0.141
C -0.886 10.095 0.982 -0.415
C -1.064 9.370 -0.186 -0.138
H -2.566 6.685 0.860 0.388
H -2.341 7.850 3.056 0.360
H -1.230 10.085 3.105 0.359
H -0.399 11.062 0.963 0.343
H -0.722 9.757 -1.141 0.362
```